C64H144N8 | wB97M-V/def2-TZVPD

Computed properties:
**Molar mass**: 1025.91 Da
**Charge**: +8
**Highest occupied orbital energy**: -21.18 eV

Positions of all 216 atoms, in Å:
C: 12.785 6.626 -0.934
C: 12.082 6.842 0.419
C: 10.601 6.324 0.353
N: 9.931 6.229 1.736
C: 10.731 5.231 2.644
C: 9.678 7.582 2.384
C: 8.441 8.129 1.662
C: 7.632 6.908 1.428
C: 8.524 5.654 1.564
H: 12.143 6.963 -1.747
H: 13.136 5.605 -1.085
H: 13.751 7.130 -0.910
H: 11.898 7.904 0.584
H: 12.701 6.452 1.226
H: 10.653 5.312 -0.049
H: 9.967 6.976 -0.248
H: 11.500 5.850 3.106
H: 11.063 4.386 2.041
H: 10.198 4.986 3.563
H: 9.443 7.264 3.400
H: 10.593 8.121 2.142
H: 7.835 8.728 2.341
H: 8.686 8.775 0.819
H: 6.763 6.780 2.072
H: 7.131 7.138 0.487
H: 8.225 5.155 2.486
H: 8.497 4.906 0.773
C: -5.384 5.709 13.049
C: -5.908 5.697 11.588
C: -6.286 4.278 11.082
N: -6.837 4.207 9.610
C: -8.232 4.878 9.700
C: -6.973 2.727 9.360
C: -6.311 2.388 8.011
C: -6.324 3.815 7.350
C: -5.916 4.744 8.495
H: -5.995 5.160 13.766
H: -5.365 6.762 13.330
H: -4.384 5.279 13.107
H: -5.024 5.880 10.978
H: -6.721 6.418 11.508
H: -7.023 3.788 11.718
H: -5.339 3.745 11.171
H: -8.738 4.680 8.755
H: -8.293 5.953 9.873
H: -8.882 4.453 10.466
H: -8.041 2.578 9.199
H: -6.657 2.067 10.169
H: -6.937 1.759 7.378
H: -5.315 1.947 7.975
H: -7.280 4.142 6.940
H: -5.552 3.899 6.584
H: -6.040 5.818 8.356
H: -4.873 4.596 8.776
C: -11.390 1.321 3.792
C: -10.837 1.588 2.405
C: -10.244 0.276 1.763
N: -9.495 0.506 0.368
C: -8.205 1.376 0.612
C: -10.345 1.149 -0.783
C: -9.991 0.303 -1.980
C: -9.806 -1.137 -1.424
C: -8.946 -0.826 -0.141
H: -11.840 2.198 4.257
H: -10.658 0.948 4.508
H: -12.278 0.688 3.819
H: -10.118 2.382 2.607
H: -11.594 1.965 1.718
H: -11.059 -0.432 1.610
H: -9.379 -0.114 2.299
H: -8.515 2.351 0.985
H: -7.624 1.711 -0.248
H: -7.574 1.085 1.452
H: -10.101 2.211 -0.784
H: -11.404 1.037 -0.553
H: -9.050 0.571 -2.460
H: -10.815 0.346 -2.692
H: -9.230 -1.807 -2.062
H: -10.677 -1.691 -1.073
H: -7.887 -0.789 -0.396
H: -8.849 -1.521 0.693
C: -1.530 4.353 2.407
C: -0.835 2.996 2.467
C: 0.187 2.731 1.359
N: 0.679 1.258 1.331
C: 0.706 0.790 2.800
C: -0.227 0.448 0.362
C: 0.420 0.466 -1.024
C: 1.877 0.762 -0.862
C: 2.043 1.309 0.609
H: -0.837 5.161 2.172
H: -1.848 4.541 3.432
H: -2.435 4.346 1.799
H: -1.588 2.214 2.359
H: -0.481 3.084 3.494
H: 1.087 3.158 1.802
H: -0.022 3.043 0.336
H: 1.069 1.458 3.581
H: 1.268 -0.119 3.015
H: -0.269 0.502 3.192
H: -0.275 -0.583 0.715
H: -1.254 0.812 0.349
H: 0.245 -0.490 -1.517
H: -0.063 1.107 -1.763
H: 2.559 -0.081 -0.972
H: 2.397 1.429 -1.550
H: 2.557 0.530 1.172
H: 2.692 2.180 0.709
C: -0.380 -9.817 -0.148
C: -1.779 -9.264 -0.392
C: -1.924 -7.738 -0.447
N: -3.006 -7.162 -1.445
C: -4.354 -7.214 -0.680
C: -3.016 -7.960 -2.845
C: -3.754 -6.960 -3.678
C: -3.247 -5.572 -3.230
C: -2.858 -5.726 -1.888
H: 0.073 -9.438 0.768
H: 0.220 -9.492 -0.998
H: -0.279 -10.886 -0.335
H: -2.518 -9.745 0.249
H: -2.069 -9.789 -1.302
H: -0.970 -7.369 -0.823
H: -2.205 -7.281 0.502
H: -5.085 -6.894 -1.423
H: -4.488 -6.604 0.213
H: -4.662 -8.209 -0.361
H: -3.657 -8.842 -2.837
H: -2.039 -8.331 -3.154
H: -4.842 -6.906 -3.669
H: -3.597 -7.280 -4.709
H: -3.963 -4.770 -3.409
H: -2.340 -5.314 -3.777
H: -3.392 -5.084 -1.188
H: -1.790 -5.512 -1.831
C: 2.626 -6.581 4.149
C: 4.065 -6.667 4.575
C: 4.665 -7.971 4.064
N: 6.160 -7.946 4.302
C: 6.467 -7.603 5.827
C: 6.793 -9.245 4.034
C: 7.966 -8.928 3.008
C: 7.359 -7.837 2.227
C: 6.907 -6.932 3.390
H: 2.107 -5.731 4.593
H: 2.260 -7.555 4.471
H: 2.520 -6.446 3.072
H: 4.208 -6.407 5.624
H: 4.480 -5.784 4.089
H: 4.582 -8.087 2.983
H: 4.206 -8.853 4.510
H: 6.286 -6.557 6.074
H: 7.402 -7.996 6.226
H: 5.803 -8.046 6.570
H: 7.165 -9.703 4.950
H: 6.056 -9.972 3.694
H: 8.917 -8.650 3.463
H: 8.353 -9.780 2.448
H: 8.187 -7.358 1.703
H: 6.645 -8.225 1.501
H: 7.737 -6.436 3.893
H: 6.262 -6.108 3.085
C: 5.243 -7.431 -9.432
C: 4.330 -6.256 -9.632
C: 4.745 -5.063 -8.818
N: 3.876 -3.839 -9.110
C: 4.017 -3.448 -10.600
C: 4.476 -2.667 -8.238
C: 3.309 -1.690 -8.079
C: 2.153 -2.692 -7.812
C: 2.363 -3.940 -8.717
H: 4.969 -8.376 -9.899
H: 5.193 -7.644 -8.364
H: 6.288 -7.347 -9.730
H: 3.259 -6.419 -9.508
H: 4.574 -6.052 -10.675
H: 5.752 -4.695 -9.015
H: 4.645 -5.285 -7.756
H: 3.441 -4.174 -11.173
H: 5.076 -3.495 -10.852
H: 3.581 -2.470 -10.808
H: 5.424 -2.359 -8.677
H: 4.564 -3.180 -7.280
H: 3.097 -1.096 -8.968
H: 3.405 -1.086 -7.176
H: 1.113 -2.435 -8.015
H: 2.169 -2.964 -6.756
H: 1.834 -3.860 -9.667
H: 2.070 -4.860 -8.211
C: -2.256 6.574 -3.330
C: -1.638 7.080 -4.684
C: -2.343 6.587 -5.985
N: -1.470 6.160 -7.147
C: -2.274 5.443 -8.289
C: -0.416 5.014 -6.766
C: 0.866 5.413 -7.417
C: 0.847 6.936 -7.357
C: -0.572 7.261 -7.650
H: -2.542 5.560 -3.610
H: -3.147 7.172 -3.141
H: -1.566 6.790 -2.514
H: -0.646 6.641 -4.577
H: -1.269 8.105 -4.699
H: -2.915 7.408 -6.418
H: -2.980 5.735 -5.749
H: -3.067 6.116 -8.615
H: -2.820 4.611 -7.843
H: -1.615 5.158 -9.109
H: -0.824 4.048 -7.064
H: -0.167 4.969 -5.706
H: 0.918 4.990 -8.421
H: 1.658 4.944 -6.834
H: 1.386 7.396 -8.185
H: 1.177 7.212 -6.355
H: -0.832 7.452 -8.692
H: -0.885 8.191 -7.175

C3H4N2O | wB97M-V/def2-TZVPD

Computed properties:
**Relative energy (zero: lowest compared OMol25 entry of this formula, charge and spin)**: 39.7 kcal per mole
**Molar mass**: 84.08 Da
**Charge**: 0
**Highest occupied orbital energy**: -10.68 eV

Positions of all 10 atoms, in Å:
O: -0.363 1.683 1.310
C: -0.244 0.879 0.191
N: 1.059 0.246 0.045
C: 0.794 -0.881 -0.502
C: -0.670 -1.062 -0.622
N: -1.294 -0.108 -0.041
H: 0.526 1.999 1.535
H: -0.438 1.429 -0.748
H: 1.554 -1.590 -0.820
H: -1.181 -1.842 -1.181

C6H12NO | wB97M-V/def2-TZVPD

Computed properties:
**Relative energy (zero: lowest compared OMol25 entry of this formula, charge and spin)**: 6.6 kcal per mole
**2S+1**: 3
**Molar mass**: 114.17 Da
**Charge**: +1
**Highest occupied orbital energy (alpha / beta)**: -11.28 / -14.95 eV

Positions of all 20 atoms, in Å:
C: -1.720 1.106 0.083
C: -0.391 1.604 0.056
C: 0.954 -0.278 0.070
C: 3.275 0.211 -0.131
C: -3.403 -0.736 -0.065
C: 2.263 -0.933 0.119
N: -2.040 -0.220 -0.028
O: 0.806 1.010 -0.018
H: -2.636 1.639 0.059
H: -0.174 2.717 0.219
H: 0.245 -0.959 0.433
H: 4.337 0.128 0.184
H: 2.954 1.009 0.524
H: 3.453 0.498 -1.215
H: -4.221 0.012 -0.338
H: -3.551 -1.390 -0.850
H: -3.470 -1.408 0.765
H: 2.471 -1.332 1.059
H: 2.331 -1.656 -0.707
H: -1.485 -1.021 -0.219

C41H41BCdO2P2 | wB97M-V/def2-TZVPD

Computed properties:
**Molar mass**: 750.95 Da
**Charge**: 0
**Highest occupied orbital energy**: -6.10 eV

Positions of all 88 atoms, in Å:
Cd: 1.638 -1.502 1.763
C: -2.642 0.436 5.274
C: -3.212 0.392 4.063
C: -3.503 1.568 3.165
C: -2.225 2.190 2.517
C: -1.318 3.078 3.316
C: -1.334 3.328 4.625
C: -2.449 3.048 5.593
C: -2.430 1.611 6.175
C: 2.719 0.168 2.672
H: -2.315 -0.508 5.729
H: -3.557 -0.578 3.657
H: -4.091 2.338 3.686
H: -4.148 1.199 2.353
H: -1.658 1.345 2.075
H: -2.561 2.780 1.644
H: -0.602 3.628 2.695
H: -0.488 3.853 5.105
H: -3.435 3.284 5.171
H: -2.295 3.727 6.462
H: -1.465 1.471 6.668
H: -3.173 1.573 6.986
H: 3.566 -0.049 3.357
H: 2.176 1.088 2.948
H: 3.145 0.333 1.651
P: 0.101 -2.293 -3.165
P: 2.057 0.166 -3.825
C: -0.545 -0.737 -3.831
C: 0.319 0.211 -4.278
C: -0.562 -3.370 -4.535
C: -1.611 -2.988 -5.391
C: -1.984 -3.807 -6.464
C: -1.305 -5.008 -6.696
C: -0.257 -5.400 -5.848
C: 0.123 -4.578 -4.779
C: -1.108 -2.483 -1.800
C: -0.959 -1.531 -0.772
C: -1.778 -1.593 0.346
C: -2.766 -2.577 0.444
C: -2.929 -3.502 -0.593
C: -2.094 -3.478 -1.720
C: 2.678 0.819 -5.497
C: 2.397 0.028 -6.631
C: 2.840 0.427 -7.897
C: 3.561 1.620 -8.048
C: 3.831 2.415 -6.929
C: 3.394 2.016 -5.656
C: 2.097 1.710 -2.845
C: 3.281 1.924 -2.116
C: 3.422 3.082 -1.353
C: 2.386 4.028 -1.302
C: 1.205 3.799 -2.013
C: 1.046 2.639 -2.784
H: -1.643 -0.645 -3.921
H: -0.004 1.042 -4.919
H: -2.143 -2.043 -5.239
H: -2.811 -3.490 -7.117
H: -1.591 -5.636 -7.541
H: 0.266 -6.337 -6.017
H: 0.943 -4.862 -4.126
H: -0.197 -0.759 -0.874
H: -1.638 -0.872 1.155
H: -3.405 -2.618 1.327
H: -3.713 -4.263 -0.524
H: -2.220 -4.206 -2.524
H: 1.803 -0.880 -6.523
H: 2.615 -0.191 -8.766
H: 3.914 1.925 -9.034
H: 4.378 3.356 -7.039
H: 3.584 2.665 -4.793
H: 4.083 1.197 -2.185
H: 4.343 3.251 -0.815
H: 2.503 4.938 -0.716
H: 0.392 4.531 -1.986
H: 0.120 2.489 -3.346
O: 1.113 -2.297 5.187
B: 1.431 -1.283 4.201
O: 1.465 -0.012 4.893
C: 1.174 -0.276 6.191
C: 0.941 0.645 7.203
C: 0.234 0.211 8.342
C: 0.057 -1.157 8.557
C: 0.539 -2.102 7.623
C: 0.963 -1.646 6.384
H: 1.303 1.670 7.111
H: -0.128 0.945 9.074
H: -0.433 -1.471 9.491
H: 0.579 -3.158 7.894

The lowest molar mass belongs to which entry? C3H4N2O

Which of these has the highest molar mass? C64H144N8